1.
Formula: C3H12NS
Source: the Open Molecules 2025 dataset
Level of theory: the ωB97M-V functional and the def2-TZVPD basis

Charge ... +1
HOMO ... -12.840 eV
Energy relative to the best compared isomer or geometry (same formula, charge and spin) ... 196.5 kJ/mol
Lowest unoccupied orbital energy ... -0.11812 Ha

XYZ file:
```
17
Properties=species:S:1:pos:R:3:nbo_charge:R:1
C -0.82 -1.74 -1.63 -0.424
N 0.73 -1.68 -1.30 -0.729
H -1.29 -0.71 -1.88 0.243
H -1.18 -2.12 -0.65 0.242
H -0.90 -2.34 -2.57 0.249
H 1.31 -2.01 -1.98 0.424
H 0.85 -0.71 -0.68 0.430
H 0.96 -2.34 -0.60 0.416
C 1.04 1.49 2.20 -0.715
S 0.47 0.59 0.65 0.126
C -1.00 1.53 0.33 -0.753
H 0.66 0.84 3.13 0.259
H 2.26 1.51 2.17 0.258
H 0.71 2.55 2.17 0.249
H -1.63 0.89 -0.31 0.223
H -0.58 2.34 -0.30 0.239
H -1.60 1.91 1.23 0.262
```

=====

2.
Formula: C3H12NaO3
Source: the Open Molecules 2025 dataset
Level of theory: the ωB97M-V functional and the def2-TZVPD basis

Charge ... +1
HOMO ... -14.631 eV
Energy relative to the best compared isomer or geometry (same formula, charge and spin) ... 0.0 kJ/mol
Lowest unoccupied orbital energy ... -0.12320 Ha

XYZ file:
```
19
Properties=species:S:1:pos:R:3:nbo_charge:R:1
Na 13.15 15.30 21.23 0.963
C 13.72 13.06 23.43 -0.267
O 12.49 13.69 23.03 -0.788
H 13.62 12.51 24.37 0.203
H 14.08 12.38 22.65 0.181
H 14.48 13.83 23.61 0.181
H 11.76 13.30 23.52 0.501
C 13.02 13.96 18.35 -0.255
O 14.10 14.13 19.27 -0.784
H 13.19 14.56 17.45 0.192
H 12.87 12.92 18.10 0.196
H 12.09 14.32 18.81 0.164
H 14.85 13.63 18.96 0.499
C 13.34 18.31 22.15 -0.268
O 14.38 17.31 22.12 -0.771
H 13.66 19.19 22.70 0.203
H 13.02 18.62 21.15 0.175
H 12.49 17.86 22.67 0.182
H 15.13 17.69 21.64 0.490
```

=====

3.
Formula: C3H12O2S
Source: the Open Molecules 2025 dataset
Level of theory: the ωB97M-V functional and the def2-TZVPD basis

Charge ... 0
HOMO ... -8.939 eV
Energy relative to the best compared isomer or geometry (same formula, charge and spin) ... 80.5 kJ/mol
SMILES ... CCSC.O.O
Lowest unoccupied orbital energy ... 0.02370 Ha

XYZ file:
```
18
Properties=species:S:1:pos:R:3:nbo_charge:R:1
C -1.19 0.75 -0.34 -0.635
C -0.36 0.56 -1.60 -0.528
S 1.34 -0.10 -1.57 0.108
C 0.90 -1.98 -1.74 -0.684
H -2.22 1.06 -0.53 0.225
H -1.41 -0.24 0.12 0.208
H -0.74 1.33 0.46 0.211
H -0.80 -0.23 -2.19 0.209
H -0.31 1.47 -2.20 0.223
H 0.37 -2.04 -2.70 0.213
H 0.29 -2.14 -0.85 0.221
H 1.89 -2.40 -1.84 0.229
O 0.45 -0.77 2.35 -0.948
H 0.75 -0.41 1.50 0.474
H 0.88 -1.62 2.40 0.470
O -2.03 1.70 3.49 -0.949
H -1.21 1.49 3.07 0.478
H -2.68 1.03 3.33 0.472
```

=====

4.
Formula: C3H12O2S
Source: the Open Molecules 2025 dataset
Level of theory: the ωB97M-V functional and the def2-TZVPD basis

Charge ... 0
HOMO ... -9.291 eV
Energy relative to the best compared isomer or geometry (same formula, charge and spin) ... 30.3 kJ/mol
SMILES ... CCCS.O.O
Lowest unoccupied orbital energy ... 0.02343 Ha

XYZ file:
```
18
Properties=species:S:1:pos:R:3:nbo_charge:R:1
C 1.08 -0.56 -1.49 -0.610
C -0.39 -0.41 -1.09 -0.380
C -0.78 -1.55 -0.16 -0.515
S -2.48 -1.36 0.46 -0.061
H 1.47 0.39 -1.88 0.223
H 1.19 -1.35 -2.23 0.203
H 1.73 -0.80 -0.65 0.213
H -0.58 0.57 -0.64 0.163
H -1.02 -0.45 -1.97 0.204
H -0.12 -1.55 0.70 0.222
H -0.59 -2.51 -0.63 0.217
H -2.28 -1.32 1.78 0.125
O -0.74 2.29 1.19 -0.946
H -0.58 1.77 0.39 0.474
H -1.44 1.81 1.65 0.479
O 1.87 1.60 1.15 -0.973
H 2.57 1.45 1.79 0.467
H 1.12 1.98 1.63 0.495
```

=====

5.
Formula: C3H12O3S
Source: the Open Molecules 2025 dataset
Level of theory: the ωB97M-V functional and the def2-TZVPD basis

Charge ... 0
HOMO ... -8.807 eV
Energy relative to the best compared isomer or geometry (same formula, charge and spin) ... 78.1 kJ/mol
SMILES ... OCCCS.O.O
Lowest unoccupied orbital energy ... 0.01682 Ha

XYZ file:
```
19
Properties=species:S:1:pos:R:3:nbo_charge:R:1
O 0.73 0.87 -0.42 -0.742
C 1.69 1.23 0.56 -0.068
C 1.68 0.20 1.68 -0.428
C 0.37 0.13 2.44 -0.518
S -1.04 -0.75 1.72 -0.076
H 0.37 1.59 -0.91 0.486
H 2.62 1.16 -0.02 0.172
H 1.67 2.21 1.04 0.165
H 1.98 -0.79 1.30 0.210
H 2.48 0.38 2.41 0.216
H 0.18 1.19 2.67 0.200
H 0.54 -0.36 3.39 0.226
H -0.94 -0.56 0.38 0.157
O -2.44 -2.52 -2.35 -0.956
H -2.21 -3.35 -1.93 0.484
H -3.02 -1.99 -1.82 0.473
O -1.35 0.78 -3.31 -0.939
H -2.03 0.36 -2.77 0.467
H -1.28 0.20 -4.06 0.473
```

=====

6.
Formula: C3H12O4
Source: the Open Molecules 2025 dataset
Level of theory: the ωB97M-V functional and the def2-TZVPD basis

Charge ... 0
HOMO ... -10.212 eV
Energy relative to the best compared isomer or geometry (same formula, charge and spin) ... 191.7 kJ/mol
SMILES ... C=CCO.O.O.O
Lowest unoccupied orbital energy ... 0.01784 Ha

XYZ file:
```
19
Properties=species:S:1:pos:R:3:nbo_charge:R:1
C -3.57 0.10 0.23 -0.363
C -2.31 -0.48 0.05 -0.218
C -1.15 0.26 0.46 -0.107
O -0.31 0.55 -0.83 -0.797
H -4.36 -0.47 -0.08 0.205
H -3.52 1.19 0.56 0.203
H -2.17 -1.49 -0.34 0.223
H -1.59 1.10 0.95 0.173
H -0.44 -0.05 1.21 0.222
H -0.84 0.64 -1.61 0.489
O 2.26 1.61 -0.41 -0.995
H 1.36 1.22 -0.77 0.515
H 2.02 2.44 -0.06 0.470
O 3.35 -0.79 0.55 -0.993
H 4.25 -1.02 0.36 0.476
H 3.27 0.22 0.41 0.517
O 1.00 -2.07 -0.32 -0.978
H 0.91 -1.13 -0.57 0.463
H 1.84 -1.82 0.21 0.494
```

=====

7.
Formula: C3H12O4S
Source: the Open Molecules 2025 dataset
Level of theory: the ωB97M-V functional and the def2-TZVPD basis

Charge ... -2
HOMO ... 0.115 eV
Energy relative to the best compared isomer or geometry (same formula, charge and spin) ... 57.9 kJ/mol
Lowest unoccupied orbital energy ... 0.21637 Ha

XYZ file:
```
20
Properties=species:S:1:pos:R:3:nbo_charge:R:1
C 0.68 0.53 -0.76 -0.051
O 0.63 -0.03 -2.07 -0.973
C 1.42 -0.41 0.22 -0.438
C 0.93 -0.29 1.66 -0.512
S 1.79 -1.48 2.80 -0.791
H 1.17 1.49 -0.93 0.130
H -0.35 0.63 -0.35 0.109
H 2.49 -0.17 0.16 0.179
H 1.35 -1.43 -0.15 0.197
H -0.12 -0.56 1.69 0.157
H 1.06 0.71 2.06 0.169
H -0.68 -2.29 -0.95 0.453
H -0.48 -1.20 -1.99 0.503
O -1.11 -1.96 -1.75 -1.044
H -2.07 0.22 -2.34 0.459
H -0.67 0.52 -2.85 0.507
O -1.64 0.81 -2.97 -1.050
H -1.31 1.13 2.22 0.503
H -1.34 1.97 3.58 0.468
O -1.75 1.81 2.73 -0.976
```

=====

8.
Formula: C3H12O5
Source: the Open Molecules 2025 dataset
Level of theory: the ωB97M-V functional and the def2-TZVPD basis

Charge ... 0
HOMO ... -10.871 eV
Energy relative to the best compared isomer or geometry (same formula, charge and spin) ... 101.9 kJ/mol
SMILES ... CCC(=O)O.O.O.O
Lowest unoccupied orbital energy ... -0.00166 Ha

XYZ file:
```
20
Properties=species:S:1:pos:R:3:nbo_charge:R:1
C 0.10 -1.48 2.28 -0.607
C -1.30 -0.88 2.09 -0.508
C -1.47 -0.35 0.67 0.793
O -2.07 -0.99 -0.16 -0.543
O -1.02 0.89 0.43 -0.762
H 0.31 -1.50 3.35 0.221
H 0.90 -0.86 1.86 0.208
H 0.31 -2.43 1.80 0.223
H -2.00 -1.68 2.30 0.235
H -1.51 -0.09 2.80 0.223
H -1.65 1.61 0.30 0.516
O 2.15 0.59 -0.10 -0.938
H 1.99 1.04 -0.93 0.475
H 1.26 0.29 0.14 0.462
O 1.72 -0.52 -3.47 -0.935
H 1.41 -0.84 -2.61 0.471
H 1.54 0.44 -3.43 0.464
O 0.14 2.39 -2.34 -0.935
H -0.61 2.28 -1.79 0.466
H -0.20 2.09 -3.18 0.470
```